[1]
14
Properties=species:S:1:pos:R:3:lowdin_charge:R:1 method="wB97M-V/def2-TZVPD" e_tot_ha=-324.53093 e_lumo_ev=0.681 homo_energy_ev=-8.42 homo_lumo_gap_ha=0.3346 relative_energy_kj_mol=508.1
O 0.4976 1.9272 -0.9024 -0.009
C -0.3834 1.1686 -0.1184 -0.400
C -1.1393 0.0310 -0.8650 0.067
C -0.3101 -1.1507 -0.5030 -0.293
C 1.0392 -0.7644 0.1144 -0.074
C 0.1878 0.2129 0.9253 -0.209
N -0.9592 -0.7821 0.7993 0.083
H 0.8334 1.3607 -1.6077 0.090
H -1.0825 1.8771 0.3398 0.141
H -1.9145 -0.3846 0.6376 0.113
H -0.5254 -2.1289 -0.9292 0.127
H 1.8055 -0.3412 -0.5412 0.108
H 1.4626 -1.5634 0.7271 0.115
H 0.4883 0.5378 1.9234 0.141

=====

[2]
17
Properties=species:S:1:pos:R:3:lowdin_charge:R:1 method="wB97M-V/def2-TZVPD" e_tot_ha=-743.81302 e_lumo_ev="-4.030 / -9.128" spin_multiplicity=2 homo_energy_ev="-14.20 / -14.20" homo_lumo_gap_ha="0.3736 / 0.1862" total_charge=+1 relative_energy_kj_mol=106.7
O 0.6693 2.8792 -1.2276 0.084
C 0.3486 1.7008 -1.3834 -0.258
C -0.5200 0.7868 -0.6428 -0.254
C 0.2249 -0.4339 -0.1382 -0.481
S 0.2174 -0.5520 1.6115 1.211
H 0.9150 0.9755 -2.1561 0.173
H -1.4677 0.5244 -1.2312 0.175
H -0.9116 1.4237 0.1411 0.110
H -0.1972 -1.3413 -0.7063 0.145
H 1.3537 -0.1643 -0.3584 0.157
H 0.2692 0.7309 1.8893 -0.071
H 1.3015 3.2384 0.7825 0.003
H 2.0766 3.5685 1.9488 0.087
O 1.4903 2.8314 1.6329 -0.081
H -2.4261 -5.1560 -0.5946 -0.009
H -1.2218 -5.6991 0.1709 0.058
O -2.1221 -5.3129 0.2616 -0.047

=====

[3]
14
Properties=species:S:1:pos:R:3:lowdin_charge:R:1 method="wB97M-V/def2-TZVPD" e_tot_ha=-511.16147 smiles="CC(=O)C(=O)NC(=O)O" e_lumo_ev=-0.109 homo_energy_ev=-10.45 homo_lumo_gap_ha=0.3801 relative_energy_kj_mol=0.0
C -1.4448 0.9896 -1.1750 0.019
N 1.4821 -0.2743 0.4392 0.194
C 1.0589 -1.6455 0.5573 -0.580
C 0.7188 0.8152 0.1241 -0.413
C -0.7902 0.5554 0.0930 -0.330
O 0.3052 -1.9095 1.5992 0.136
O 1.4221 -2.4437 -0.2356 0.161
O 1.1853 1.8950 -0.1303 0.116
O -1.3598 0.0521 1.0283 0.114
H -0.2074 -1.1155 1.9389 0.129
H 2.4609 -0.1689 0.2276 0.163
H -0.8801 1.7974 -1.6256 0.087
H -1.4792 0.1441 -1.8604 0.105
H -2.4719 1.3084 -0.9805 0.100

=====

[4]
12
Properties=species:S:1:pos:R:3:lowdin_charge:R:1 method="wB97M-V/def2-TZVPD" e_tot_ha=-339.79599 smiles="NC=O.NC=O" e_lumo_ev=0.553 homo_energy_ev=-9.45 homo_lumo_gap_ha=0.3674 relative_energy_kj_mol=96.3
C 2.2400 0.1136 -0.2256 -0.459
N 3.5029 -0.1333 -0.0329 0.115
O 1.2746 -0.1713 0.4877 -0.024
H 2.0467 0.5540 -1.2056 0.126
H 4.2889 0.1655 -0.5382 0.079
H 3.7309 -0.5492 1.0319 0.216
C -2.7837 0.1256 -0.2794 -0.386
N -1.4733 0.5188 -0.4251 0.111
O -3.2179 -0.6009 0.6479 -0.050
H -3.4949 0.6166 -1.0624 0.137
H -1.2692 1.0721 -1.2244 0.071
H -0.7016 0.1845 0.1500 0.064

=====

[5]
49
Properties=species:S:1:pos:R:3:lowdin_charge:R:1 method="wB97M-V/def2-TZVPD" e_tot_ha=-800.75928 e_lumo_ev="-6.723 / -12.983" spin_multiplicity=2 homo_energy_ev="-15.34 / -15.34" homo_lumo_gap_ha="0.3167 / 0.0865" total_charge=+2
Rb -0.6234 -0.6806 0.2835 1.035
C 4.3928 0.7621 -0.9777 -0.045
C 3.6748 0.2375 0.2163 -0.485
C 4.2208 0.7211 1.6029 -0.010
O 2.3280 0.6691 0.1229 -0.110
H 5.4294 0.4273 -1.0160 0.097
H 4.4522 1.8474 -0.8950 0.095
H 3.9251 0.4872 -1.9231 0.084
H 3.6308 -0.8502 0.1595 0.100
H 5.2495 0.4522 1.8430 0.091
H 3.6367 0.2516 2.3944 0.071
H 3.9709 1.7755 1.7209 0.084
H 2.0022 0.3152 -0.7079 0.045
C -3.8885 1.4310 1.9030 0.053
C -4.5127 0.0215 1.9184 -0.309
C -5.6122 -0.1394 0.8527 0.036
O -3.4198 -0.8347 1.6766 0.151
H -2.9631 1.4635 2.4779 0.116
H -4.5771 2.2451 2.1290 0.139
H -3.5180 1.6765 0.9077 0.062
H -4.8432 -0.0799 2.9521 0.203
H -5.3909 0.3671 -0.0867 0.112
H -6.5263 0.2520 1.2993 0.122
H -5.7052 -1.2188 0.7331 0.112
H -3.4358 -1.2017 0.7897 0.119
C -2.1529 1.9050 -1.8992 -0.040
C -1.2609 2.8430 -1.0743 -0.448
C -2.0756 3.9703 -0.4740 -0.035
O -0.7694 2.1361 0.0781 -0.185
H -2.8638 2.4738 -2.4985 0.102
H -2.7744 1.2413 -1.2982 0.044
H -1.5315 1.2035 -2.4558 0.082
H -0.4794 3.2080 -1.7408 0.156
H -1.4374 4.6202 0.1247 0.097
H -2.8595 3.6092 0.1917 0.070
H -2.4905 4.5386 -1.3064 0.101
H -0.2002 2.7445 0.5550 0.102
C 1.7622 -4.2967 -1.6998 -0.026
C 2.0706 -3.8464 -0.2551 -0.509
C 3.5442 -3.6443 0.0305 -0.034
O 1.4728 -2.6374 -0.0795 -0.175
H 1.9619 -3.4929 -2.4085 0.080
H 0.7313 -4.5579 -1.9385 0.083
H 2.4833 -5.0775 -1.9417 0.094
H 1.5992 -4.5441 0.4371 0.149
H 3.7051 -3.0568 0.9345 0.087
H 3.9647 -3.0654 -0.7918 0.085
H 4.0978 -4.5824 -0.0092 0.096
H 1.6052 -2.0895 -0.8566 0.051

=====

[6]
64
Properties=species:S:1:pos:R:3:lowdin_charge:R:1 method="wB97M-V/def2-TZVPD" e_tot_ha=-4516.71638 e_lumo_ev="1.242 / 1.228" spin_multiplicity=4 homo_energy_ev="-3.22 / -3.27" homo_lumo_gap_ha="0.1640 / 0.1654" total_charge=-1
Co 0.5259 -1.1983 -0.8910 0.396
C -6.0121 -1.3278 1.3391 -0.067
C -4.7006 -1.0607 0.6411 -0.282
C -4.4022 0.2122 0.1378 0.000
C -3.2083 0.4859 -0.5421 -0.164
C -2.8067 1.7220 -1.0999 -0.083
N -3.3037 2.9741 -0.7237 -0.023
C -3.3516 3.2710 0.7090 -0.217
C -2.0890 2.9218 1.4966 -0.185
C -0.7904 3.6197 1.0900 -0.142
N 0.1489 2.7840 0.3006 0.091
C 1.3733 3.1785 0.1238 -0.008
C 2.4837 2.4425 -0.3585 -0.111
C 3.7779 3.0157 -0.3439 -0.001
C 4.8919 2.2788 -0.6233 -0.269
C 6.2789 2.8636 -0.5837 -0.061
C 4.7080 0.8964 -0.9049 0.028
C 3.4912 0.2835 -0.9481 -0.093
C 3.4054 -1.1590 -1.2333 -0.060
N 2.3534 -1.8715 -1.2546 -0.011
C 2.5408 -3.2940 -1.5985 -0.188
C 1.6753 -4.2175 -0.7684 -0.228
C 0.2056 -4.1871 -1.1172 -0.231
N -0.4366 -2.8910 -0.8479 -0.037
C -1.6397 -2.9549 -0.4080 -0.101
C -2.5552 -1.8516 -0.1916 -0.134
C -3.7846 -2.0779 0.4553 0.002
C -2.2460 -0.5766 -0.6606 -0.317
O -1.0907 -0.2765 -1.1583 -0.145
C 2.3147 1.0780 -0.7293 -0.285
O 1.1482 0.6179 -0.8181 -0.117
H -6.5257 -0.3955 1.5797 0.065
H -5.8589 -1.8754 2.2707 0.075
H -6.6859 -1.9227 0.7171 0.072
H -5.1384 1.0028 0.2449 0.104
H -2.0022 1.7123 -1.8203 0.112
H -2.8542 3.7116 -1.2441 0.103
H -4.1693 2.7096 1.1605 0.096
H -3.5986 4.3311 0.8135 0.112
H -1.9324 1.8408 1.4739 0.027
H -2.2797 3.1718 2.5429 0.115
H -0.2549 3.9114 1.9921 0.117
H -0.9919 4.5319 0.5204 0.120
H -0.0725 1.7977 0.1055 0.114
H 1.5706 4.2011 0.4459 0.142
H 3.8823 4.0636 -0.0749 0.119
H 6.2424 3.9525 -0.5527 0.071
H 6.8583 2.5741 -1.4626 0.075
H 6.8308 2.5236 0.2955 0.081
H 5.5910 0.2858 -1.0808 0.127
H 4.3644 -1.6459 -1.4245 0.131
H 3.5928 -3.5537 -1.4630 0.109
H 2.2976 -3.3964 -2.6627 0.121
H 1.8300 -4.0252 0.2959 -0.042
H 2.0309 -5.2381 -0.9319 0.123
H -0.2927 -4.9542 -0.5228 0.060
H 0.0664 -4.4120 -2.1823 0.117
H -2.0322 -3.9459 -0.1796 0.109
H -3.9962 -3.0720 0.8373 0.123
S 3.3046 -3.9891 2.2770 -0.422
Sb 1.2655 -3.4688 3.2405 0.152
S -0.4544 -0.1020 2.4617 0.026
S 0.8848 -1.2386 1.5476 -0.058
S -0.3778 -4.7873 2.2917 -0.355

=====

[7]
55
Properties=species:S:1:pos:R:3:lowdin_charge:R:1 method="wB97M-V/def2-TZVPD" e_tot_ha=-2165.24567 e_lumo_ev="0.416 / 0.414" spin_multiplicity=2 homo_energy_ev="-7.30 / -8.02" homo_lumo_gap_ha="0.2835 / 0.3100" relative_energy_kj_mol=17.6
O 0.6463 0.0072 -2.7952 -0.130
C 0.7807 1.1628 -3.7371 -0.134
C 0.7149 0.2953 -4.9892 -0.078
H 1.7352 1.6636 -3.5349 0.122
H -0.0278 1.9006 -3.6617 0.097
C 0.5833 -0.8680 -3.9856 -0.566
H 1.6645 0.3196 -5.5393 0.115
H -0.1786 0.3978 -5.6116 0.119
C 1.8010 -1.7503 -4.1647 -0.027
H 2.7015 -1.1429 -4.0550 0.091
H 1.8088 -2.1974 -5.1701 0.099
H 1.8299 -2.5417 -3.4138 0.084
C -0.7214 -1.6392 -3.9799 -0.016
H -1.5637 -0.9932 -3.7049 0.087
H -0.6351 -2.4305 -3.2238 0.087
H -0.9062 -2.1436 -4.9413 0.096
Ti -0.1328 -0.4179 2.2171 0.924
C -1.5388 -0.9168 4.0707 -0.159
C -1.4199 0.4976 4.0529 -0.126
C -2.0389 0.9804 2.8641 -0.128
H -0.9826 1.1097 4.8341 0.110
C -2.5134 -0.1468 2.1231 -0.173
C -2.2138 -1.3260 2.8755 -0.171
H -2.5652 -2.3254 2.6338 0.111
H -1.2422 -1.5424 4.9040 0.114
H -2.2226 2.0223 2.6317 0.118
H -3.1414 -0.1026 1.2296 0.106
C 1.0127 -2.0895 3.4540 -0.143
C 0.2387 -2.7449 2.4485 -0.161
C 0.6940 -2.2784 1.1660 -0.160
H -0.4694 -3.5571 2.6260 0.118
C 1.7643 -1.3368 1.3984 -0.160
C 1.9422 -1.2263 2.8129 -0.140
H 2.6512 -0.5946 3.3371 0.113
H 0.9700 -2.2575 4.5287 0.120
H 0.3985 -2.6865 0.2003 0.109
H 2.3885 -0.8590 0.6491 0.121
O -0.1476 0.7694 0.2558 -0.244
C -1.1488 0.3374 -0.7119 -0.183
C -1.6458 1.5938 -1.4039 -0.137
H -1.9344 -0.2226 -0.1936 0.087
H -0.6244 -0.3676 -1.3671 0.095
C -0.6885 2.7209 -0.9930 -0.148
H -2.6442 1.7998 -1.0103 0.112
H -1.6804 1.4096 -2.4813 0.095
C 0.4314 2.0625 -0.1922 -0.110
H -1.2206 3.4271 -0.3364 0.115
H -0.3097 3.2772 -1.8541 0.104
H 0.7504 2.6681 0.6903 0.132
H 1.2960 1.8427 -0.8617 0.123
F 0.8292 1.1325 2.8251 -0.300
B 1.6788 2.2515 4.1878 -0.921
F 0.5803 2.7156 4.8394 0.191
F 2.4173 1.2998 4.8061 0.200
F 2.2488 3.0407 3.2518 0.199